(1)
Here is a 6-piece molecular cluster, C30H43F15N2O14PS overall at a distorted geometry from the OMol25 dataset. Energies are from the ωB97M-V functional and the def2-TZVPD basis.

Structure (XYZ):
```
106
Properties=species:S:1:pos:R:3:lowdin_charge:R:1
C 0.184 1.505 2.565 0.120
C 0.825 0.767 1.686 -0.161
N 1.314 -0.419 0.897 -0.123
C 1.349 0.050 -0.540 -0.394
C 2.368 1.251 -0.863 -0.120
C 2.759 1.465 -2.412 -0.357
C 4.049 0.561 -2.900 -0.104
C 1.575 1.359 -3.483 -0.121
N 1.445 -1.132 -1.447 -0.012
C 0.982 -2.410 -0.841 -0.270
C 0.936 -3.502 -2.076 -0.083
C -0.184 0.628 -0.773 -0.458
O -1.233 -0.123 -0.543 -0.106
O -0.465 1.948 -1.171 -0.199
P 2.849 -0.841 1.612 0.375
O 3.495 0.608 2.335 -0.279
O 2.560 -1.929 2.929 -0.242
S 4.202 -1.575 0.441 0.340
H -0.448 2.141 3.277 0.052
H 3.398 1.165 -0.314 0.085
H 1.954 2.277 -0.490 0.129
H 3.161 2.562 -2.481 0.127
H 4.263 -0.254 -2.118 0.015
H 4.974 1.218 -3.085 0.069
H 3.731 -0.006 -3.870 0.075
H 0.807 0.526 -3.319 0.075
H 1.975 1.256 -4.576 0.076
H 0.996 2.372 -3.472 0.079
H 2.401 -1.308 -1.790 0.070
H 1.679 -2.869 -0.057 0.046
H -0.075 -2.407 -0.398 0.118
H 1.313 -2.961 -3.040 0.078
H -0.112 -3.943 -2.233 0.073
H 1.743 -4.313 -1.868 0.054
H 4.392 0.716 1.927 0.051
H 2.562 -1.398 3.767 0.022
C -2.135 4.227 -4.634 -0.057
C -2.527 2.767 -4.734 -0.185
O -2.809 2.402 -6.098 0.016
C -1.731 2.167 -6.880 -0.366
O -0.588 2.253 -6.498 0.158
C -2.164 1.743 -8.281 -0.500
F -3.135 2.540 -8.788 0.141
F -2.658 0.482 -8.298 0.148
F -1.150 1.767 -9.174 0.145
H -2.905 4.864 -5.081 0.081
H -1.996 4.518 -3.591 0.059
H -1.206 4.427 -5.173 0.077
H -3.445 2.595 -4.167 0.128
H -1.759 2.112 -4.310 0.127
C -3.878 -1.213 0.283 -0.070
C -5.276 -0.778 0.677 -0.201
O -6.259 -1.344 -0.209 0.019
C -6.596 -2.633 0.025 -0.367
O -6.125 -3.308 0.912 0.149
C -7.674 -3.090 -0.954 -0.501
F -7.396 -2.744 -2.232 0.149
F -8.881 -2.548 -0.666 0.144
F -7.848 -4.430 -0.954 0.144
H -3.680 -0.970 -0.763 0.081
H -3.129 -0.723 0.908 0.076
H -3.757 -2.295 0.386 0.075
H -5.360 0.308 0.586 0.125
H -5.502 -1.032 1.718 0.121
C -1.513 9.312 -0.879 -0.069
C -0.892 8.186 -0.074 -0.210
O -1.861 7.167 0.209 0.017
C -2.124 6.301 -0.801 -0.344
O -1.598 6.351 -1.888 0.158
C -3.132 5.246 -0.356 -0.499
F -4.194 5.785 0.293 0.139
F -2.583 4.350 0.492 0.165
F -3.638 4.537 -1.387 0.153
H -2.395 9.708 -0.368 0.081
H -0.795 10.122 -1.028 0.079
H -1.845 8.961 -1.859 0.075
H -0.550 8.571 0.890 0.124
H -0.019 7.761 -0.579 0.128
C -1.801 -7.650 2.181 -0.065
C -1.091 -7.886 0.863 -0.209
O -0.224 -6.787 0.546 0.022
C 0.970 -6.770 1.186 -0.349
O 1.324 -7.608 1.984 0.152
C 1.807 -5.579 0.727 -0.484
F 1.095 -4.424 0.706 0.109
F 2.292 -5.758 -0.523 0.133
F 2.875 -5.351 1.519 0.156
H -2.332 -6.694 2.166 0.086
H -2.517 -8.451 2.384 0.080
H -1.091 -7.606 3.011 0.075
H -1.827 -7.948 0.057 0.126
H -0.536 -8.829 0.864 0.124
C 6.397 -0.016 8.956 -0.066
C 6.395 -1.184 7.990 -0.208
O 5.065 -1.462 7.526 0.019
C 4.598 -0.650 6.547 -0.348
O 5.227 0.264 6.067 0.168
C 3.198 -1.079 6.117 -0.485
F 2.380 -1.314 7.170 0.158
F 3.220 -2.222 5.389 0.145
F 2.575 -0.154 5.356 0.150
H 5.700 -0.198 9.780 0.083
H 7.397 0.145 9.366 0.081
H 6.075 0.905 8.465 0.077
H 6.743 -2.085 8.503 0.125
H 7.071 -1.014 7.146 0.128
```

Output
**Gap between HOMO and LUMO**: 6.42 eV
**E_LUMO**: 1.95 eV
**Net charge**: -1
**Molar mass**: 1003.68 g/mol
**Multiplicity**: 1
**Largest force on an atom**: 6.8 eV/A



(2)
Here is C30H43F5IrN6PS as an isolated structure from the OMol25 dataset. Energies are from the ωB97M-V functional and the def2-TZVPD basis.

Structure (XYZ):
```
87
Properties=species:S:1:pos:R:3:lowdin_charge:R:1
Ir -0.204 -0.165 0.271 1.012
N -2.827 -0.410 2.161 0.132
C -2.256 0.847 2.174 -0.309
C -2.851 1.792 3.024 0.038
C -2.359 3.067 3.092 0.017
C -1.260 3.405 2.295 -0.001
C -0.715 2.442 1.500 -0.123
N -1.181 1.163 1.434 -0.113
C -2.807 -1.443 1.235 -0.314
C -3.781 -2.439 1.360 0.035
C -3.839 -3.440 0.422 0.007
C -2.927 -3.429 -0.637 -0.017
C -1.987 -2.437 -0.672 -0.128
N -1.899 -1.456 0.261 -0.050
H -3.549 -0.516 2.858 0.156
H -3.711 1.497 3.610 0.139
H -2.823 3.798 3.741 0.141
H -0.834 4.398 2.303 0.132
H 0.133 2.651 0.877 0.049
H -4.488 -2.398 2.179 0.137
H -4.591 -4.214 0.497 0.138
H -2.943 -4.185 -1.408 0.132
H -1.261 -2.403 -1.471 0.115
F 3.048 -6.056 3.481 0.237
C 2.441 -4.941 3.216 -0.079
C 1.755 -4.805 1.996 -0.121
F 1.714 -5.817 1.158 0.187
C 1.118 -3.628 1.714 -0.211
F 0.408 -3.537 0.593 0.097
C 1.129 -2.534 2.611 -0.436
S 0.325 -1.056 2.409 0.938
C 1.807 -2.725 3.848 -0.214
F 1.834 -1.739 4.718 0.141
C 2.463 -3.896 4.145 -0.121
F 3.108 -4.042 5.276 0.199
C -4.053 -0.401 -2.745 -0.022
N -3.076 0.397 -2.008 -0.137
C -3.619 1.171 -0.901 -0.013
C -1.797 0.512 -2.401 -0.424
N -0.792 0.689 -1.532 -0.016
N -1.530 0.470 -3.716 -0.124
C -0.240 0.036 -4.232 -0.015
C -2.429 1.057 -4.716 -0.004
H -4.616 -0.999 -2.026 0.098
H -3.548 -1.066 -3.439 0.102
H -4.758 0.226 -3.294 0.103
H -4.468 1.754 -1.262 0.113
H -2.867 1.861 -0.525 0.083
H -3.983 0.524 -0.105 0.080
H -0.060 1.222 -1.977 0.008
H 0.409 0.880 -4.486 0.103
H -0.406 -0.539 -5.143 0.111
H 0.254 -0.610 -3.508 0.072
H -3.281 1.525 -4.233 0.093
H -2.778 0.300 -5.418 0.109
H -1.882 1.821 -5.269 0.110
C 1.401 3.079 -1.841 -0.087
C 2.248 2.675 -0.629 -0.485
C 2.292 3.829 0.377 -0.072
P 1.899 0.969 0.016 0.982
C 3.041 0.681 1.435 -0.514
C 2.529 1.304 2.744 -0.117
C 4.491 1.126 1.201 -0.067
C 2.352 -0.118 -1.394 -0.522
C 3.812 -0.296 -1.805 -0.058
C 1.713 -1.462 -1.089 -0.126
H 1.750 4.046 -2.204 0.106
H 0.350 3.214 -1.573 0.081
H 1.484 2.384 -2.680 0.068
H 3.276 2.515 -0.974 0.114
H 1.299 4.170 0.668 0.071
H 2.772 4.676 -0.114 0.108
H 2.864 3.613 1.274 0.062
H 3.020 -0.412 1.534 0.091
H 2.846 2.341 2.833 0.079
H 2.967 0.772 3.589 0.096
H 1.445 1.277 2.864 0.023
H 4.560 2.200 1.027 0.083
H 4.981 0.612 0.382 0.065
H 5.062 0.919 2.107 0.105
H 1.817 0.329 -2.236 0.071
H 4.372 -0.861 -1.062 0.086
H 4.315 0.655 -1.971 0.090
H 3.859 -0.854 -2.742 0.102
H 2.250 -2.007 -0.318 0.090
H 1.639 -2.092 -1.979 0.121
H 0.622 -1.460 -0.774 -0.015
```

Output
**Gap between HOMO and LUMO (alpha / beta)**: 8.24 / 5.90 eV
**E_LUMO (alpha / beta)**: -8.59 / -11.03 eV
**Net charge**: +3
**Molar mass**: 837.96 g/mol
**ΔE to the lowest compared entry with this formula, charge and spin**: 0.0 kJ/mol
**Multiplicity**: 2
**Largest force on an atom**: 0.4 eV/A



(3)
Here is C30H43HgI2N3SSi as an isolated structure at a distorted geometry from the OMol25 dataset. Energies are from the ωB97M-V functional and the def2-TZVPD basis.

Structure (XYZ):
```
81
Properties=species:S:1:pos:R:3:lowdin_charge:R:1
Hg 1.209 0.860 -0.918 0.579
N 2.297 -0.551 1.678 0.060
C 2.799 0.525 2.387 -0.303
C 4.138 0.542 2.777 -0.057
C 4.665 1.636 3.433 -0.110
C 3.869 2.733 3.713 -0.117
C 2.540 2.722 3.334 -0.054
C 1.983 1.633 2.676 -0.154
C 0.555 1.704 2.303 -0.237
C -0.331 2.048 3.326 -0.056
C -1.672 2.265 3.079 -0.099
C -2.137 2.141 1.784 -0.125
C -1.262 1.768 0.772 -0.202
C 0.096 1.528 0.986 -0.178
H 2.920 -1.344 1.622 0.081
H 1.340 -0.814 1.882 -0.041
H 4.766 -0.308 2.543 0.103
H 5.702 1.629 3.738 0.093
H 4.280 3.601 4.218 0.089
H 1.918 3.590 3.521 0.112
H 0.055 2.137 4.334 0.110
H -2.342 2.541 3.886 0.094
H -3.180 2.328 1.553 0.099
H -1.672 1.668 -0.230 0.069
I 3.986 0.509 -1.357 -0.178
C 0.642 -0.872 -2.552 -0.734
I -1.369 -1.277 -3.328 0.613
H 0.948 -1.840 -2.146 -0.110
H 1.232 -0.717 -3.457 -0.087
C -4.720 -3.783 1.645 -0.118
C -5.049 -2.342 2.012 -0.266
C -3.817 -1.441 2.062 -0.227
C -3.227 -1.062 0.703 -0.224
N -2.549 -2.148 0.022 -0.016
C -1.294 -2.516 0.361 -0.795
S -0.623 -2.075 1.813 0.774
N -0.653 -3.324 -0.504 -0.023
C 0.692 -3.813 -0.312 -0.237
C 0.772 -4.927 0.740 -0.220
C -0.279 -6.018 0.542 -0.268
C -0.137 -6.760 -0.782 -0.114
H -5.610 -4.406 1.719 0.062
H -3.967 -4.176 2.325 0.073
H -4.334 -3.839 0.631 0.055
H -5.520 -2.333 2.999 0.099
H -5.768 -1.939 1.295 0.099
H -3.038 -1.926 2.649 0.049
H -4.072 -0.504 2.563 0.107
H -2.510 -0.253 0.879 0.064
H -4.015 -0.696 0.043 0.126
H -2.797 -2.265 -0.952 0.051
H -1.106 -3.531 -1.383 0.079
H 1.325 -2.978 0.012 0.097
H 1.063 -4.174 -1.275 0.120
H 0.626 -4.477 1.724 0.062
H 1.775 -5.361 0.708 0.111
H -1.273 -5.568 0.598 0.097
H -0.190 -6.736 1.360 0.102
H -0.366 -6.107 -1.622 0.061
H -0.820 -7.608 -0.815 0.065
H 0.879 -7.133 -0.896 0.072
C -0.410 2.241 -4.643 -0.240
Si 0.181 2.738 -2.872 0.675
C -1.253 3.814 -2.163 -0.224
C 1.606 3.996 -3.074 -0.308
C 2.535 4.224 -2.067 -0.133
C 3.521 5.184 -2.210 -0.087
C 3.579 5.954 -3.359 -0.104
C 2.656 5.743 -4.370 -0.105
C 1.688 4.764 -4.230 -0.116
H -0.864 3.091 -5.149 0.016
H -1.159 1.459 -4.600 -0.057
H 0.413 1.885 -5.257 0.024
H -1.383 4.693 -2.792 0.021
H -1.032 4.151 -1.156 0.014
H -2.195 3.276 -2.143 0.011
H 2.495 3.632 -1.160 0.060
H 4.242 5.328 -1.419 0.102
H 4.339 6.718 -3.461 0.094
H 2.687 6.346 -5.268 0.094
H 0.982 4.598 -5.031 0.086
```

Output
**Gap between HOMO and LUMO (alpha / beta)**: 6.68 / 5.90 eV
**E_LUMO (alpha / beta)**: 2.15 / 1.16 eV
**Net charge**: -1
**Molar mass**: 960.25 g/mol
**ΔE to the lowest compared entry with this formula, charge and spin**: 58.5 kJ/mol
**Multiplicity**: 2
**Largest force on an atom**: 1.2 eV/A



(4)
Here is C30H43InN7O as an isolated structure from the OMol25 dataset. Energies are from the ωB97M-V functional and the def2-TZVPD basis.

Structure (XYZ):
```
82
Properties=species:S:1:pos:R:3:lowdin_charge:R:1
C 0.106 -2.380 0.472 -0.105
C 1.349 -3.241 0.694 -0.503
O 2.458 -2.483 0.996 -0.476
In 3.472 -2.623 2.822 0.305
H 0.297 -1.705 -0.366 0.039
H -0.774 -2.997 0.255 0.065
H -0.115 -1.751 1.340 0.059
H 1.518 -3.840 -0.229 0.086
H 1.118 -4.006 1.464 0.068
H 5.155 -2.929 2.495 -0.156
H 3.162 -1.109 3.655 -0.143
H 2.571 -3.949 3.576 -0.109
N 0.082 -2.522 4.666 0.021
C -1.250 -2.287 4.508 -0.144
C -1.823 -2.234 5.756 -0.125
C -0.783 -2.448 6.701 -0.130
C 0.380 -2.621 5.990 -0.148
H 0.765 -2.615 3.930 0.054
H -1.680 -2.175 3.527 0.100
H -2.867 -2.065 5.965 0.079
H -0.877 -2.475 7.774 0.070
H 1.395 -2.800 6.303 0.104
N -0.552 -4.355 10.424 0.001
C -1.651 -4.943 10.990 -0.154
C -2.013 -5.999 10.196 -0.119
C -1.098 -6.045 9.107 -0.107
C -0.210 -5.018 9.278 -0.146
H -0.075 -3.549 10.783 0.141
H -2.082 -4.563 11.900 0.098
H -2.846 -6.659 10.370 0.084
H -1.101 -6.739 8.284 0.091
H 0.617 -4.693 8.671 0.107
N 0.706 -2.199 -3.323 0.023
C -0.015 -1.528 -4.271 -0.155
C 0.361 -0.213 -4.229 -0.121
C 1.340 -0.087 -3.206 -0.102
C 1.538 -1.333 -2.671 -0.126
H 0.619 -3.174 -3.099 0.146
H -0.752 -2.026 -4.878 0.104
H -0.044 0.576 -4.841 0.070
H 1.813 0.827 -2.886 0.065
H 2.171 -1.674 -1.866 0.113
N -5.157 1.160 -4.246 -0.002
C -5.491 -0.146 -4.480 -0.151
C -4.406 -0.920 -4.166 -0.110
C -3.374 -0.047 -3.724 -0.102
C -3.869 1.229 -3.785 -0.138
H -5.764 1.947 -4.379 0.140
H -6.469 -0.415 -4.842 0.101
H -4.357 -1.994 -4.238 0.088
H -2.382 -0.314 -3.397 0.074
H -3.418 2.172 -3.525 0.097
N 3.962 2.627 -2.746 0.011
C 3.259 3.262 -3.727 -0.167
C 3.578 4.594 -3.675 -0.121
C 4.518 4.762 -2.619 -0.117
C 4.733 3.525 -2.064 -0.137
H 3.913 1.642 -2.549 0.139
H 2.578 2.727 -4.368 0.108
H 3.171 5.357 -4.318 0.084
H 4.979 5.682 -2.300 0.083
H 5.353 3.216 -1.240 0.107
N -0.743 3.045 -6.101 0.009
C -0.703 3.537 -4.824 -0.142
C 0.038 4.687 -4.839 -0.115
C 0.468 4.895 -6.179 -0.117
C -0.030 3.864 -6.932 -0.146
H -1.218 2.204 -6.376 0.137
H -1.188 3.031 -4.007 0.083
H 0.258 5.290 -3.973 0.087
H 1.079 5.704 -6.547 0.086
H 0.069 3.646 -7.982 0.101
N 0.329 4.956 -0.808 0.012
C -0.949 4.922 -0.317 -0.148
C -1.477 3.693 -0.614 -0.111
C -0.477 2.958 -1.312 -0.114
C 0.624 3.768 -1.416 -0.135
H 0.966 5.727 -0.731 0.142
H -1.369 5.762 0.208 0.099
H -2.462 3.349 -0.344 0.087
H -0.546 1.944 -1.672 0.087
H 1.587 3.602 -1.870 0.087
```

Output
**Gap between HOMO and LUMO**: 7.23 eV
**E_LUMO**: 2.22 eV
**Net charge**: -1
**Molar mass**: 632.54 g/mol
**Multiplicity**: 1
**Largest force on an atom**: 0.3 eV/A



(5)
Here is a 7-piece molecular cluster, C30H43N7O10 overall at a distorted geometry from the OMol25 dataset. Energies are from the ωB97M-V functional and the def2-TZVPD basis.

Structure (XYZ):
```
90
Properties=species:S:1:pos:R:3:lowdin_charge:R:1
C 4.966 -3.710 1.672 -0.078
C 4.928 -5.210 2.111 0.039
C 3.784 -5.659 3.182 0.092
C 2.531 -4.761 3.209 -0.086
C 2.815 -3.223 2.827 0.091
C 3.958 -2.854 1.964 -0.112
N 1.371 -5.158 3.913 -0.351
O 1.419 -6.132 4.743 0.043
O 0.562 -4.255 4.001 0.051
H 5.818 -3.564 1.119 0.057
H 5.720 -5.968 1.866 0.080
H 3.812 -6.435 3.805 0.023
H 1.921 -2.575 2.905 0.092
H 4.108 -1.882 1.742 0.050
C -1.293 0.306 3.980 -0.086
C -1.679 1.733 4.450 0.001
C -1.862 2.018 5.899 0.043
C -1.817 0.824 6.917 -0.065
C -1.828 -0.581 6.372 0.097
C -1.435 -0.769 4.814 -0.048
N -1.914 1.064 8.407 -0.401
O -2.185 0.186 9.180 0.082
O -1.812 2.217 8.744 0.058
H -1.278 0.269 2.856 0.086
H -1.779 2.437 3.824 -0.012
H -2.116 2.923 6.413 0.072
H -2.038 -1.459 6.846 0.046
H -1.272 -1.735 4.194 0.103
C 1.330 1.592 -4.086 -0.084
C -0.069 1.349 -3.535 -0.024
C -0.109 0.892 -2.140 -0.010
C 1.183 0.447 -1.473 -0.003
C 2.658 0.834 -2.101 0.115
C 2.539 1.517 -3.420 -0.089
N 1.119 -0.203 -0.084 -0.302
O -0.036 -0.656 0.295 0.012
O 2.067 -0.089 0.659 0.059
H 1.359 1.952 -5.122 0.074
H -0.980 1.395 -4.208 0.113
H -1.111 0.653 -1.681 0.093
H 3.527 0.645 -1.575 0.055
H 3.369 1.952 -3.791 0.056
C -4.515 0.481 -0.979 -0.270
O -4.577 -0.448 -0.061 -0.071
N -3.715 1.513 -0.845 -0.144
C -3.664 2.716 -1.834 0.042
C -2.721 1.665 0.242 -0.047
H -5.170 0.454 -1.725 0.090
H -2.762 3.209 -1.848 0.056
H -4.340 3.372 -1.546 0.039
H -3.865 2.203 -2.702 0.064
H -2.619 0.584 0.758 0.107
H -3.122 2.349 1.086 0.121
H -1.809 2.020 -0.191 0.036
C -3.382 -4.408 2.423 -0.419
O -4.315 -5.149 2.597 0.012
N -3.249 -3.713 1.348 -0.118
C -2.339 -2.575 1.156 -0.072
C -4.063 -4.013 0.033 0.016
H -2.677 -3.999 3.192 0.138
H -1.478 -2.867 1.881 0.112
H -2.515 -1.512 1.271 0.047
H -2.046 -2.278 0.271 0.004
H -4.934 -4.688 0.311 0.098
H -3.250 -4.400 -0.533 0.069
H -4.694 -3.403 -0.568 0.054
C 1.726 2.698 1.525 -0.381
O 0.713 2.351 2.056 0.035
N 1.763 3.808 0.773 -0.197
C 3.080 4.233 0.395 -0.087
C 0.515 4.568 0.508 -0.039
H 2.570 2.182 1.715 0.091
H 3.324 5.244 0.716 0.056
H 3.031 4.801 -0.762 0.141
H 3.826 3.397 0.527 0.103
H 0.693 5.295 1.315 0.093
H -0.426 4.286 0.827 0.017
H 0.217 4.963 -0.721 0.174
C 2.379 0.189 -7.619 -0.353
O 2.354 -1.060 -7.811 -0.043
N 1.794 1.046 -8.410 -0.184
C 1.920 2.496 -8.183 -0.054
C 1.061 0.782 -9.682 -0.022
H 2.856 0.591 -6.604 0.158
H 2.189 2.695 -7.326 -0.046
H 0.904 2.981 -7.986 0.129
H 2.600 3.011 -8.891 0.116
H 0.025 0.277 -9.249 0.154
H 1.690 0.111 -10.249 0.078
H 0.770 1.614 -10.294 0.066
```

Output
**Gap between HOMO and LUMO**: 6.78 eV
**E_LUMO**: -1.67 eV
**Net charge**: 0
**Molar mass**: 661.71 g/mol
**ΔE to the lowest compared entry with this formula, charge and spin**: 1664.5 kJ/mol
**Structure (SMILES)**: O=[N+]([O-])c1ccccc1.O=[N+]([O-])c1ccccc1.O=[N+]([O-])c1ccccc1.CN(C)C=O.CN(C)C=O.CN(C)C=O.CN(C)C=O
**Multiplicity**: 1
**Largest force on an atom**: 11.7 eV/A